Formula: C21H9Cl5F2NSTeZn
Source: OMol25
Level of theory: ωB97M-V/def2-TZVPD

Values from the calculation:
- LUMO energy: 2.4 eV
- ΔE to the lowest compared entry with this formula, charge and spin: 0.000 eV
- Net charge: -1
- Kohn-Sham gap: 6.81 eV

Element x y z (Å)
Te -2.18 -2.51 -0.21
Zn -0.78 -0.52 0.77
Cl 1.07 0.55 3.34
Cl -3.99 0.13 1.52
Cl -5.01 1.69 3.99
Cl 0.05 2.11 5.81
Cl -2.99 2.69 6.14
S 0.38 -4.53 -0.93
F 2.95 1.05 -2.64
F 4.19 -2.58 0.01
N -0.83 1.12 -0.70
C -0.01 -2.58 -2.49
C 3.27 -1.63 -0.29
C -1.48 0.41 2.49
C 1.12 -0.62 0.08
C 1.41 0.31 -0.95
C -1.84 1.95 -0.94
C -0.55 -3.16 -1.38
C -0.50 3.28 -2.36
C 1.49 -4.32 -2.22
C 2.63 0.20 -1.61
C -2.83 0.68 2.70
C -0.63 0.86 3.49
C 1.16 -3.23 -2.97
C 0.37 1.32 -1.28
C 0.56 2.42 -2.12
C 2.08 -1.58 0.40
C -2.42 1.82 4.77
C -3.32 1.37 3.80
C -1.73 3.05 -1.76
C 3.58 -0.75 -1.31
C -1.07 1.56 4.61
H -2.58 3.70 -1.93
H 1.90 -2.33 1.16
H -2.77 1.71 -0.44
H -0.43 -1.68 -2.94
H -0.35 4.14 -3.00
H 4.51 -0.80 -1.86
H 1.73 -2.91 -3.83
H 1.52 2.60 -2.57
H 2.33 -4.99 -2.35

Atom charges from the Mulliken analysis, given in e for atoms 1 to 6: -0.125 -0.642 -0.203 -0.196 -0.205 -0.197


Formula: C22H11BrLiN5O8
Source: OMol25
Level of theory: ωB97M-V/def2-TZVPD

Values from the calculation:
- LUMO energy (spin up / spin down): 3.7 / 3.7 eV
- Net charge: -2
- Kohn-Sham gap (spin up / spin down): 6.20 / 6.20 eV

Element x y z (Å)
Br -7.06 0.88 -1.45
O 3.16 -5.25 6.14
O 0.92 -0.69 2.51
O 1.70 -0.25 -1.19
O 4.41 -6.40 4.81
O 3.47 -4.72 -0.44
O 0.80 -1.35 4.63
O 2.50 -2.03 0.88
O 5.26 -3.69 0.16
N 3.65 -5.45 5.02
N -1.10 3.65 -3.72
N -2.32 3.98 -3.59
N 4.14 -4.13 0.38
N 0.15 1.27 0.37
C 1.15 0.73 -1.70
C 2.71 -2.78 1.85
C -0.39 2.84 -2.94
C -4.45 3.93 -2.50
C -1.45 2.98 0.65
C -1.41 3.28 -0.69
C 1.42 1.20 -3.03
C 1.20 -1.44 3.47
C 2.48 -3.49 4.17
C -4.47 1.16 -2.64
C 2.16 -2.62 3.17
C -0.66 1.94 1.14
C 3.59 -3.94 1.69
C -5.55 3.23 -2.06
C 0.19 1.53 -0.94
C -0.60 2.53 -1.55
C 0.73 2.24 -3.57
C -3.31 3.26 -2.99
C -5.55 1.85 -2.12
C 3.90 -4.79 2.71
C 3.34 -4.58 3.98
C -3.36 1.85 -3.06
Li 1.40 -0.57 0.74
H -6.40 3.76 -1.63
H 0.95 2.58 -4.58
H -2.52 1.31 -3.47
H 4.56 -5.63 2.55
H -4.47 0.08 -2.68
H 2.19 0.69 -3.58
H 2.05 -3.33 5.15
H -4.45 5.01 -2.48
H -1.98 4.12 -1.08
H -0.65 1.66 2.18
H -2.06 3.57 1.32

Atom charges from the Mulliken analysis, given in e for atoms 1 to 6: -0.250 -0.682 -0.653 -0.707 -0.715 -0.602


Formula: C22H12F12N4O2V
Source: OMol25
Level of theory: ωB97M-V/def2-TZVPD

Values from the calculation:
- ⟨S²⟩: 0.756
- LUMO energy (spin up / spin down): -1.1 / -0.8 eV
- 2S+1: 2
- Kohn-Sham gap (spin up / spin down): 6.87 / 7.33 eV

Element x y z (Å)
V 0.37 0.00 0.08
F -2.50 -2.77 3.31
F 3.66 2.10 1.64
F 2.20 3.67 1.85
F -0.58 -1.85 3.71
F 4.10 1.54 -0.83
F 2.86 2.56 -2.27
F -2.23 -2.48 -0.18
F -3.83 -2.07 1.21
F 3.82 3.69 -0.68
F 1.65 1.61 2.21
F -0.77 -3.30 2.12
F -3.08 -0.50 -0.06
O -0.47 -0.99 1.01
O 1.61 0.95 -0.30
N -0.43 -0.09 -1.59
N -0.70 1.46 0.67
N -0.95 3.50 -4.50
N -0.92 1.23 -3.55
C 1.97 2.27 -0.09
C -2.00 0.20 2.36
C -3.94 1.35 5.42
C -0.65 0.64 -2.50
C -0.53 2.66 -0.06
C -1.49 4.53 -1.27
C 2.39 2.43 1.42
C -0.06 6.20 -2.50
C -0.94 2.45 -4.02
C -2.66 2.58 3.60
C -2.77 0.21 3.52
C -1.39 -2.29 2.74
C -1.64 3.39 -0.50
C -0.24 5.01 -1.61
C -1.88 2.59 2.46
C -1.65 -1.15 1.72
C 3.21 2.54 -0.98
C -2.72 -1.57 0.66
C -3.12 1.39 4.16
C -1.53 1.41 1.79
C 0.75 3.13 -0.43
C 0.87 4.30 -1.17
H 0.78 6.82 -2.17
H 0.16 5.85 -3.52
H -4.81 0.71 5.30
H 1.85 4.66 -1.45
H -1.51 3.53 2.08
H -3.34 0.95 6.25
H -3.12 -0.72 3.94
H -4.28 2.35 5.70
H -2.37 5.05 -1.62
H -0.96 6.81 -2.55
H -2.63 3.03 -0.25
H -2.90 3.52 4.09

Atom charges from the Mulliken analysis, given in e for atoms 1 to 6: 0.797 -0.222 -0.298 -0.285 -0.254 -0.268


Number 1: total energy -5806.7531 a.u.. Number 2: total energy -4302.2231 a.u.. Number 3: total energy -3357.5202 a.u..